# 1
39
Properties=species:S:1:pos:R:3 method="wB97M-V/def2-TZVPD" de_lowest_kcal_mol=107.9 orbital_gap_ev=2.61 total_charge=0 e_tot_ha=-2847.72367
Zn 1.9392 -2.7612 -0.3650
C 0.3549 0.3024 1.2124
C 0.7270 -0.8929 0.4529
O 0.4308 -2.0774 0.8262
O 1.5836 -0.7696 -0.5256
H -0.3701 0.1474 1.9994
H -0.0833 1.0097 0.5005
H 1.2359 0.8303 1.5744
C -1.4663 1.0139 -2.0687
C -2.6123 0.0738 -1.7219
O -2.3743 -1.1723 -1.8402
O -3.6318 0.5672 -1.2175
H -1.2769 1.7024 -1.2426
H -1.7482 1.6319 -2.9253
H -0.5501 0.4719 -2.3135
O 4.0187 2.2721 1.8560
H 3.8670 1.5305 2.4551
H 4.1056 3.0421 2.4382
O 0.8814 -3.0119 -2.0906
H 0.2301 -2.3594 -2.4523
H 0.7726 -3.8328 -2.5989
O 1.5538 4.2132 1.7459
H 0.9634 4.4425 1.0136
H 2.0388 3.4379 1.4293
O 1.1173 3.2437 -1.6010
H 0.8003 2.3838 -1.9244
H 2.0801 3.1731 -1.6175
O -2.2372 -3.5570 -0.1357
H -3.0275 -3.0641 -0.4162
H -1.5345 -3.0811 -0.5780
O -3.3387 0.2160 3.3284
H -4.0222 0.2430 4.0093
H -2.5703 0.6297 3.7391
O 1.5474 -0.1750 -3.2850
H 1.7215 -0.3178 -2.3341
H 2.3938 0.0692 -3.6796
O -1.2007 -3.5663 2.6797
H -1.6624 -3.1377 3.4092
H -0.6562 -2.8715 2.2640

# 2
35
Properties=species:S:1:pos:R:3 method="wB97M-V/def2-TZVPD" de_lowest_kcal_mol=0.0 orbital_gap_ev=9.24 total_charge=+1 e_tot_ha=-1049.88607
N -1.6660 -0.0499 0.2254
C -0.2790 -0.3891 0.6928
C 0.6154 0.8940 0.6816
C 1.9165 0.7933 -0.1064
S 2.4935 2.4632 -0.6059
C 0.2078 -1.5515 -0.1334
N -0.5940 -2.7078 0.2673
H -2.2537 0.2939 0.9796
H -2.0513 -1.0026 0.0858
H -1.7042 0.4522 -0.6640
H -0.4238 -0.7139 1.7144
H 0.7806 1.0996 1.7275
H 0.0369 1.7414 0.3518
H 1.7295 0.3280 -1.0776
H 2.7039 0.2182 0.3724
H 2.8069 2.9643 0.5981
H 0.0311 -1.3756 -1.1850
H 1.2844 -1.6801 -0.0561
H -0.3149 -3.5286 -0.2477
H -0.4252 -2.9030 1.2517
H 0.1914 2.3747 -3.8991
H 1.6418 2.7865 -3.6037
O 0.9810 2.1054 -3.4121
H 0.9882 -1.0256 -4.0313
H 0.6663 0.2614 -3.2706
O 0.7455 -0.7023 -3.1590
H -1.4548 2.6642 -1.8975
H -2.3889 2.9034 -0.6561
O -2.2190 2.3210 -1.4012
H 1.1901 -3.6636 2.8951
H -0.0748 -3.3131 3.7233
O 0.5647 -2.9585 3.0917
H -2.6466 0.1270 3.8254
H -1.1547 0.5174 3.7191
O -1.9247 0.2559 3.2036

| no. | molar mass (g/mol) |
| --- | --- |
| 1 | 327.598 |
| 2 | 211.304 |